(1)
ORCA calculation (ωB97M-V/def2-TZVPD) on one molecule with the formula C5H9N3OS in a non-equilibrium geometry.

The geometry in ORCA input format:
```
! wB97M-V def2-TZVPD RIJCOSX def2/J DEFGRID3
* xyz 0 1
C -2.36204 -0.53449 0.20391
N -1.01566 -0.99435 -0.31524
N -0.95794 -2.08542 -1.05983
C 0.29532 -2.12740 -1.55480
C 1.05623 -1.11510 -1.01787
C 0.12597 -0.38228 -0.16072
S 0.12387 1.18602 0.75322
C 1.70542 1.76129 0.20009
N 0.14243 0.98268 2.29726
O -0.80846 2.12164 0.29911
H -2.60703 0.18897 -0.51885
H -2.83693 -1.45425 0.51770
H -2.14764 0.08341 1.04240
H 0.78368 -2.78228 -2.27870
H 2.06340 -0.79174 -1.38484
H 1.89120 1.68756 -0.84777
H 1.59346 2.88252 0.42311
H 2.47249 1.30602 0.89303
H 0.48223 0.06719 2.50879
*
```

Values from the calculation:
E_LUMO = 0.775 eV
Structure (SMILES) = Cn1nccc1[S@](C)(=N)=O
Frontier orbital gap = 10.360 eV
Energy relative to the best compared isomer or geometry (same formula, charge and spin) = 2.878 eV



(2)
ORCA calculation (ωB97M-V/def2-TZVPD) on C23H17N4O3PtS as an isolated structure.

The geometry in ORCA input format:
```
! wB97M-V def2-TZVPD RIJCOSX def2/J DEFGRID3
* xyz 1 1
Pt -0.82813 0.36578 0.76922
O 4.75905 2.07199 5.42327
N 4.56878 1.52861 4.36135
O 5.42542 1.07634 3.62980
C 3.16385 1.36975 3.92542
C 2.24622 1.24036 4.90283
C 0.87083 1.01815 4.57635
C -0.15716 0.89538 5.53017
C -1.44693 0.70882 5.10426
C -1.71146 0.60635 3.73233
N -0.75340 0.68679 2.82894
C 0.51878 0.91915 3.23440
C 1.49583 1.12063 2.20440
N 1.03302 1.10745 0.92079
C 1.87919 1.32358 -0.07163
C 3.23440 1.56501 0.16518
C 3.72307 1.57203 1.44468
C 2.83697 1.34494 2.52008
H 2.55903 1.30460 5.93609
H 0.07511 0.96510 6.58510
H -2.26372 0.63232 5.80689
H -2.71186 0.44059 3.35413
H 1.45736 1.31382 -1.06677
H 3.88706 1.74375 -0.67677
H 4.77010 1.75020 1.62971
C -3.92606 -1.55265 -1.17602
S -3.18896 -1.82679 0.42956
C -1.76662 -2.78752 -0.05727
O -2.71695 -0.42537 0.85337
H -3.15166 -1.36264 -1.91681
H -4.56883 -0.68226 -1.06070
H -4.52806 -2.42361 -1.43362
H -2.13204 -3.79346 -0.26743
H -1.08843 -2.81618 0.79412
H -1.27674 -2.33729 -0.91798
N -0.75697 -1.34455 -9.05539
C -0.74601 -1.12667 -7.92778
C -0.73585 -0.85986 -6.51485
C 0.35733 -1.24701 -5.74327
C 0.35875 -1.00381 -4.38278
C -0.72881 -0.37290 -3.77427
C -1.81562 0.02058 -4.55990
C -1.82149 -0.22049 -5.92069
C -0.74079 -0.14017 -2.35749
C -0.75092 0.05672 -1.16157
H 1.19905 -1.73529 -6.21454
H 1.20612 -1.30371 -3.78105
H -2.65105 0.52657 -4.09474
H -2.66080 0.08688 -6.52909
*
```

Values from the calculation:
E_LUMO = -4.176 eV
Frontier orbital gap = 6.806 eV
Energy relative to the best compared isomer or geometry (same formula, charge and spin) = 0.230 eV



(3)
ORCA calculation (ωB97M-V/def2-TZVPD) on a 2-piece molecular cluster, C4H14N2O overall in a non-equilibrium geometry.

The geometry in ORCA input format:
```
! wB97M-V def2-TZVPD RIJCOSX def2/J DEFGRID3
* xyz 0 1
C -0.88411 -0.24901 -2.42991
C 0.59481 -0.12171 -2.08630
C 0.97292 -0.74594 -0.75359
N 0.62466 0.15418 0.31607
C 0.93374 -0.27402 1.64548
N 0.91476 0.81069 2.63764
H -1.23182 -1.28461 -2.40369
H -1.52363 0.42070 -1.85694
H -1.05879 0.00976 -3.48148
H 0.84866 0.93780 -2.11846
H 1.16821 -0.63097 -2.86579
H 0.51316 -1.74409 -0.64219
H 2.05247 -0.92666 -0.67091
H -0.27929 0.61498 0.31736
H 1.95316 -0.67302 1.65333
H 0.30052 -1.12288 1.97350
H 0.05901 1.35659 2.62244
H 0.82837 0.37966 3.55958
O -2.09945 0.81355 1.30401
H -2.82551 1.39970 1.06126
H -1.86189 0.87530 2.21860
*
```

Values from the calculation:
E_LUMO = 0.559 eV
Structure (SMILES) = CCCNCN.O
Frontier orbital gap = 8.650 eV
Energy relative to the best compared isomer or geometry (same formula, charge and spin) = 1.428 eV



(4)
ORCA calculation (ωB97M-V/def2-TZVPD) on one molecule with the formula CN2O4S in a non-equilibrium geometry.

The geometry in ORCA input format:
```
! wB97M-V def2-TZVPD RIJCOSX def2/J DEFGRID3
* xyz 0 1
C -1.04177 0.28280 -0.04103
N -2.20983 -0.07694 0.03008
N -0.29577 1.25556 -0.05161
O -3.01425 -0.90475 0.11686
O 2.94799 -0.35878 -0.67810
O 0.95164 1.45332 0.16879
O 0.73620 -1.23403 0.11763
S 1.92580 -0.41717 0.33738
*
```

Values from the calculation:
E_LUMO (alpha / beta) = -3.040 / -3.017 eV
Frontier orbital gap (alpha / beta) = 6.867 / 6.876 eV
Energy relative to the best compared isomer or geometry (same formula, charge and spin) = 3.518 eV



(5)
ORCA calculation (ωB97M-V/def2-TZVPD) on C15H20Br2N2O2PtS as an isolated structure in a non-equilibrium geometry.

The geometry in ORCA input format:
```
! wB97M-V def2-TZVPD RIJCOSX def2/J DEFGRID3
* xyz 2 3
Pt 0.15290 -0.20180 0.29970
Br 2.95720 -0.08650 0.37210
C 2.91320 0.14890 2.31450
Br 1.08520 0.18540 2.97120
H 3.39270 1.09290 2.55840
H 3.43350 -0.68700 2.77680
C -2.93040 -0.36510 1.27830
O -2.24620 0.11780 0.12640
C -2.44030 1.49950 -0.15280
C -1.45250 2.38250 0.60890
O -0.14230 2.04230 0.15180
C 0.84410 3.01690 0.45780
H -4.00240 -0.18550 1.17590
H -2.57140 0.09170 2.20610
H -2.75180 -1.43940 1.31520
H -3.46470 1.80130 0.07990
H -2.26340 1.61530 -1.22710
H -1.52670 2.21730 1.69370
H -1.65930 3.43660 0.39600
H 0.54070 3.99040 0.06370
H 1.76610 2.71130 -0.03810
H 1.00050 3.10870 1.53720
S 0.00280 -6.82090 -0.37030
C 0.07850 -5.03270 -0.20280
C -0.50140 -4.19770 -1.14890
C -0.42540 -2.82600 -0.97380
N 0.17570 -2.27800 0.08500
C 0.73350 -3.07770 0.99500
C 0.71100 -4.45560 0.89030
C 1.61880 -7.01590 -1.15700
C 1.61490 -7.10520 -2.54050
C 2.84820 -7.22990 -3.17590
N 3.95790 -7.27030 -2.49190
C 3.98480 -7.21070 -1.18300
C 2.80810 -7.08060 -0.44830
H -1.00420 -4.60090 -2.01020
H -0.85690 -2.15400 -1.70550
H 1.21140 -2.61360 1.84600
H 1.16440 -5.06340 1.65280
H 0.69750 -7.09120 -3.10770
H 2.92180 -7.29380 -4.25340
H 4.95310 -7.26860 -0.70940
H 2.84130 -7.05600 0.62790
*
```

Values from the calculation:
<S²> = 2.01
E_LUMO (alpha / beta) = -6.651 / -9.767 eV
Frontier orbital gap (alpha / beta) = 7.072 / 3.955 eV
Energy relative to the best compared isomer or geometry (same formula, charge and spin) = 0.367 eV



(6)
ORCA calculation (ωB97M-V/def2-TZVPD) on a 2-piece molecular cluster, C34H32F6N3S overall in a non-equilibrium geometry.

The geometry in ORCA input format:
```
! wB97M-V def2-TZVPD RIJCOSX def2/J DEFGRID3
* xyz 1 1
C 3.86518 3.34441 3.54848
N 3.91300 2.24712 2.61593
C 5.20531 2.00974 1.97951
C 5.21637 2.64632 0.62498
F 6.38714 2.49266 -0.05130
F 4.20996 2.12886 -0.16171
F 4.95677 3.99306 0.73373
C 2.82740 1.48414 2.33800
C 2.96204 0.23224 1.66795
C 1.85571 -0.44141 1.21581
C 0.54505 0.10301 1.35990
C -0.57847 -0.57091 0.82564
C -1.88353 0.03096 0.82934
C -3.02266 -0.58176 1.42518
C -4.26136 0.01912 1.36136
C -4.44369 1.19000 0.57613
N -5.67906 1.74199 0.38940
C -6.01813 2.41813 -0.83819
C -6.68554 1.76910 1.43784
C -6.41926 2.95257 2.33011
F -7.31090 3.10815 3.34559
F -5.15859 2.83616 2.88140
F -6.40754 4.11383 1.58695
C -3.31759 1.80363 -0.02380
C -2.05933 1.28585 0.18605
C 0.42067 1.32003 2.10920
C 1.52016 1.95214 2.64138
H 3.24009 3.09196 4.41270
H 4.88361 3.53807 3.89812
H 3.46822 4.26239 3.09007
H 5.96881 2.50271 2.58996
H 5.39883 0.94051 1.85835
H 3.94924 -0.20838 1.54009
H 1.97021 -1.40798 0.71956
H -0.48187 -1.63209 0.59256
H -2.89094 -1.52210 1.96584
H -5.12991 -0.42415 1.85220
H -5.57302 1.89062 -1.69305
H -7.10736 2.41204 -0.94496
H -5.66051 3.45814 -0.84790
H -7.66314 1.91770 0.96349
H -6.63885 0.86474 2.05385
H -3.45997 2.72143 -0.59698
H -1.18442 1.82235 -0.18430
H -0.57010 1.74074 2.28651
H 1.39969 2.84495 3.25508
C 2.31129 -0.50942 -3.52800
N 2.36816 -1.58730 -2.54708
C 3.54527 -2.27935 -2.24843
C 3.31452 -3.33500 -1.35858
C 4.37926 -4.09900 -0.87851
C 5.67982 -3.76476 -1.28190
C 5.90621 -2.69770 -2.16329
C 4.83755 -1.96059 -2.68029
S 1.60789 -3.47219 -0.93981
C 1.23439 -2.05960 -1.92706
C -0.01120 -1.44889 -1.97657
C -1.24015 -2.18438 -2.08483
C -1.27592 -3.58223 -2.32162
C -2.45227 -4.30128 -2.13847
C -3.63955 -3.63845 -1.79566
C -3.65123 -2.23820 -1.70152
C -2.48001 -1.51981 -1.91756
H 1.33278 -0.51789 -4.01390
H 2.47750 0.47176 -3.06517
H 3.08912 -0.67869 -4.27809
H 4.16441 -4.92270 -0.20035
H 6.52191 -4.34209 -0.90399
H 6.92425 -2.43925 -2.44645
H 4.98059 -1.15206 -3.39457
H -0.04388 -0.36558 -2.06587
H -0.36310 -4.08866 -2.64159
H -2.45042 -5.38571 -2.26220
H -4.55718 -4.20426 -1.62381
H -4.57954 -1.71173 -1.45994
H -2.48821 -0.42782 -1.90091
*
```

Values from the calculation:
E_LUMO = -4.439 eV
Frontier orbital gap = 4.577 eV



(7)
ORCA calculation (ωB97M-V/def2-TZVPD) on a 2-piece molecular cluster, C4H12 overall in a non-equilibrium geometry.

The geometry in ORCA input format:
```
! wB97M-V def2-TZVPD RIJCOSX def2/J DEFGRID3
* xyz 0 1
C 1.71046 0.76549 -0.82364
C 2.36954 -0.58237 -0.64345
H 2.34458 1.40596 -1.41216
H 0.81295 0.65871 -1.23189
H 1.49623 1.50224 -0.01702
H 2.86490 -0.74499 0.39662
H 1.71276 -1.43781 -1.05073
H 3.32885 -0.65405 -1.25390
C -2.22430 -0.53450 1.36535
C -1.97196 0.30986 0.05692
H -3.26814 -0.70367 1.62034
H -1.70416 -1.42658 1.41636
H -1.61344 -0.23779 2.27883
H -2.50450 1.24490 0.32393
H -2.41017 -0.11032 -0.87705
H -0.94359 0.54491 -0.14852
*
```

Values from the calculation:
E_LUMO = 1.102 eV
Structure (SMILES) = CC.CC
Frontier orbital gap = 12.222 eV
Energy relative to the best compared isomer or geometry (same formula, charge and spin) = 1.466 eV



(8)
ORCA calculation (ωB97M-V/def2-TZVPD) on one molecule with the formula C23H21F2N3O4S.

The geometry in ORCA input format:
```
! wB97M-V def2-TZVPD RIJCOSX def2/J DEFGRID3
* xyz 0 1
O -3.00541 2.45879 -0.46339
C -2.07193 1.68818 -0.56303
N -1.05537 1.57747 0.33055
C -0.86999 2.21648 1.56211
C -1.89940 2.87074 2.22084
C -1.70045 3.37385 3.49428
C -0.48011 3.19859 4.11886
C 0.56239 2.57464 3.45450
C 0.40588 2.10606 2.15531
N 1.41959 1.46569 1.41172
C 1.88760 2.15578 0.20899
C 3.01219 3.14166 0.54485
O 4.10270 2.48685 1.15194
C 3.70350 1.86558 2.35246
C 2.55143 0.87818 2.11062
C -1.96195 0.72268 -1.70577
C -3.13329 0.37831 -2.37562
C -3.09775 -0.53146 -3.41569
C -1.90574 -1.13303 -3.78173
C -0.73010 -0.78605 -3.12407
N 0.49110 -1.38542 -3.43636
S 1.55395 -1.78088 -2.20389
O 2.19094 -0.60328 -1.70325
O 2.35580 -2.84323 -2.71978
C 0.45176 -2.39922 -0.92093
C -0.33046 -3.50761 -1.18183
C -1.21308 -3.96270 -0.21729
C -1.29916 -3.29829 0.99598
F -2.15630 -3.73493 1.92373
C -0.49728 -2.18880 1.25363
F -0.57416 -1.55666 2.42860
C 0.38541 -1.73601 0.28825
C -0.75717 0.16024 -2.10706
H -0.32612 0.90658 0.13385
H -2.85512 2.96498 1.73311
H -2.50596 3.88124 4.00195
H -0.32567 3.56046 5.12441
H 1.50652 2.46123 3.96315
H 1.06643 2.70167 -0.25610
H 2.27387 1.40147 -0.48647
H 3.40095 3.60217 -0.36436
H 2.62493 3.92698 1.21525
H 4.58062 1.33609 2.72907
H 3.41162 2.63786 3.08012
H 2.20995 0.44393 3.05119
H 2.93727 0.07752 1.46704
H -4.05796 0.84003 -2.06665
H -4.00620 -0.78909 -3.93843
H -1.87964 -1.85862 -4.58152
H 0.47565 -2.07238 -4.17368
H -0.23632 -4.01549 -2.12778
H -1.83849 -4.82475 -0.38577
H 1.01971 -0.88665 0.48612
H 0.18795 0.45516 -1.68299
*
```

Values from the calculation:
E_LUMO = 0.078 eV
Structure (SMILES) = O=C(Nc1ccccc1N1CCOCC1)c1cccc(NS(=O)(=O)c2ccc(F)c(F)c2)c1
Frontier orbital gap = 8.075 eV
Energy relative to the best compared isomer or geometry (same formula, charge and spin) = 0.000 eV



no.,total energy (Eh),molar mass (g mol⁻¹)
1,-833.48446,159.21
2,-1848.57863,624.56
3,-345.52370,106.17
4,-846.51857,136.09
5,-6508.40947,647.29
6,-2476.22980,628.71
7,-159.53110,60.14
8,-1952.20426,473.50